<one>
Density functional theory data (ωB97M-V/def2-TZVPD) for the ion C12H20N with charge +1.

The geometry in ORCA input format:
```
! wB97M-V def2-TZVPD RIJCOSX def2/J DEFGRID3
* xyz 1 1
C -2.855 1.509 1.148
C -3.055 0.731 0.098
C -4.387 0.469 -0.519
C -1.922 -0.050 -0.571
C -1.809 -1.547 -0.145
C -0.281 -1.456 -0.338
C 0.757 -1.850 0.707
C 2.044 -1.120 0.317
C 1.887 0.406 0.310
C 2.902 1.101 -0.609
C 4.335 0.952 -0.110
N 0.540 0.829 -0.079
C -0.422 0.021 -0.368
H -3.674 2.011 1.631
H -1.881 1.677 1.577
H -5.176 0.903 0.090
H -4.562 -0.603 -0.612
H -4.442 0.908 -1.517
H -2.089 0.001 -1.653
H -2.326 -2.270 -0.767
H -2.092 -1.687 0.895
H 0.008 -1.868 -1.308
H 0.919 -2.926 0.714
H 0.423 -1.547 1.701
H 2.841 -1.375 1.016
H 2.354 -1.459 -0.675
H 2.023 0.791 1.330
H 2.818 0.686 -1.616
H 2.659 2.166 -0.662
H 4.445 1.374 0.886
H 5.007 1.483 -0.778
H 4.642 -0.090 -0.085
H 0.368 1.830 -0.007
*
```

## Properties
LUMO	-3.8	eV
SMILES string	C=C(C)[C@@H]1C[C@@H]2CC[C@@H](CC)[NH+]=C21
orbital gap	9.2825	eV

***

<two>
Density functional theory data (ωB97M-V/def2-TZVPD) for the ion C12H20N with charge +1.

The geometry in ORCA input format:
```
! wB97M-V def2-TZVPD RIJCOSX def2/J DEFGRID3
* xyz 1 1
C 0.982 2.011 0.392
C 1.077 3.300 0.270
C -0.391 -1.753 0.671
C -1.657 -1.440 -0.098
C 1.429 0.800 0.996
C 0.904 -1.485 -0.153
C 1.305 -0.034 -0.266
C -2.011 0.078 -0.003
C 2.155 -2.268 0.483
C 2.211 0.380 -1.392
C -2.273 0.739 -1.282
C -2.518 0.616 1.189
N 0.225 0.911 0.004
H 0.371 3.929 -0.257
H 1.766 3.774 0.926
H -0.390 -1.134 1.590
H -0.499 -2.833 0.723
H -1.657 -1.724 -1.084
H -2.493 -1.902 0.361
H 1.269 0.412 2.015
H 0.917 -1.956 -1.114
H 2.039 -3.388 0.272
H 2.332 -2.076 1.571
H 3.038 -1.820 -0.147
H 2.061 1.344 -1.763
H 2.082 -0.268 -2.180
H 3.311 0.473 -1.264
H -1.834 1.820 -1.346
H -3.425 0.945 -1.365
H -1.890 0.161 -2.132
H -2.562 -0.171 1.926
H -3.641 0.912 1.189
H -2.235 1.646 1.269
*
```

## Properties
LUMO	-4.8	eV
orbital gap	7.9217	eV

***

Most stable to least stable, the ends of the list are <one> and <two>.

***

<one>
Density functional theory data (ωB97M-V/def2-TZVPD) for the molecule C3H8N2S2.

The geometry in ORCA input format:
```
! wB97M-V def2-TZVPD RIJCOSX def2/J DEFGRID3
* xyz 0 1
C 2.129 -1.474 -0.055
N 0.759 -1.082 -0.124
C 0.362 0.205 -0.139
S 1.374 1.519 0.168
N -1.026 0.454 -0.275
C -1.538 1.805 -0.196
S -2.129 -0.849 0.080
H 2.532 -1.141 0.933
H 2.196 -2.542 -0.294
H 2.722 -0.863 -0.786
H -0.012 -1.709 -0.247
H -2.598 1.745 -0.430
H -0.975 2.404 -0.886
H -1.455 2.255 0.810
H -2.340 -0.727 1.441
*
```

## Properties
LUMO	0.4	eV
SMILES string	CNC(=S)N(C)S
orbital gap	8.6578	eV

***

<two>
Density functional theory data (ωB97M-V/def2-TZVPD) for the molecule C3H8N2S2.

The geometry in ORCA input format:
```
! wB97M-V def2-TZVPD RIJCOSX def2/J DEFGRID3
* xyz 0 1
N -1.686 0.390 -1.122
C -1.332 -0.654 -0.187
C -0.355 -0.322 0.937
N 0.930 0.275 0.470
S 0.909 1.943 0.252
C 1.971 -0.512 0.161
S 3.438 -0.076 -0.432
H -0.857 0.822 -1.516
H -2.185 1.098 -0.643
H -2.207 -1.088 0.282
H -0.764 -1.406 -0.687
H -0.694 0.356 1.665
H -0.066 -1.243 1.537
H 1.230 1.968 -1.084
H 1.669 -1.552 0.367
*
```

## Properties
LUMO	0.6	eV
SMILES string	NCCN(S)C=S
orbital gap	9.0281	eV

***

Most stable to least stable, the ends of the list are <one> and <two>.

***

<one>
Density functional theory data (ωB97M-V/def2-TZVPD) for the ion C6H16N2 with charge -1.

The geometry in ORCA input format:
```
! wB97M-V def2-TZVPD RIJCOSX def2/J DEFGRID3
* xyz -1 2
N 0.151 -2.015 -2.390
C -0.154 -2.082 -1.025
C 0.568 -0.812 -0.320
N -0.475 -0.151 0.583
C -0.173 -0.695 1.957
C -1.152 1.995 -0.521
C -0.404 1.367 0.648
C 1.227 1.823 0.754
H 0.578 -2.868 -2.904
H -0.520 -1.673 -2.993
H -0.113 -3.107 -0.664
H -1.254 -1.733 -0.901
H 0.844 -0.149 -1.205
H 1.401 -1.113 0.289
H -0.837 -0.330 2.680
H 0.012 -1.823 2.120
H 0.807 -0.231 2.401
H -1.151 3.088 -0.448
H -2.219 1.524 -0.410
H -0.810 1.640 -1.434
H -0.889 1.616 1.621
H 1.377 1.898 -0.357
H 1.737 0.978 1.382
H 1.448 2.851 1.138
*
```

## Properties
LUMO (spin up / spin down)	3.9 / 3.8	eV
orbital gap (spin up / spin down)	2.4093 / 8.8025	eV

***

<two>
Density functional theory data (ωB97M-V/def2-TZVPD) for a cluster of 2 separate species, C6H16N2 in total.

The geometry in ORCA input format:
```
! wB97M-V def2-TZVPD RIJCOSX def2/J DEFGRID3
* xyz -1 2
C -2.809 -1.206 -0.836
C -2.146 -0.591 0.367
N -0.917 0.218 0.092
C -1.220 1.348 -0.807
C -0.292 0.663 1.293
C 1.032 1.391 1.085
N 1.741 1.427 -0.130
C 3.988 -1.268 -0.540
H -3.306 -0.471 -1.481
H -3.577 -1.884 -0.510
H -2.009 -1.572 -1.601
H -1.923 -1.349 1.147
H -2.718 0.292 0.685
H -1.748 0.936 -1.646
H -0.294 1.907 -0.966
H -1.936 2.057 -0.268
H -0.062 -0.279 1.945
H -1.018 1.217 1.930
H 1.795 0.410 0.274
H 1.407 2.010 1.932
H 4.750 -0.479 -0.819
H 2.953 -0.929 -0.569
H 4.207 -2.225 -1.060
H 4.099 -1.623 0.485
*
```

## Properties
LUMO (spin up / spin down)	3.7 / 3.7	eV
orbital gap (spin up / spin down)	3.8844 / 5.4474	eV

***

Most stable to least stable, the ends of the list are <one> and <two>.

***

<one>
Density functional theory data (ωB97M-V/def2-TZVPD) for a structure of composition C10H8CoN2O5.

The geometry in ORCA input format:
```
! wB97M-V def2-TZVPD RIJCOSX def2/J DEFGRID3
* xyz 2 4
O 0.002 3.061 0.000
C 0.001 1.911 0.000
Co 0.000 0.000 0.000
O 0.000 0.000 -3.061
C 0.000 0.000 -1.911
C -0.001 -1.911 0.000
O -0.002 -3.061 0.000
C -1.911 0.001 0.000
O -3.061 0.002 0.000
C 1.911 -0.001 0.000
O 3.061 -0.002 0.000
C 2.139 -0.002 5.037
C 1.040 -0.001 4.024
C -0.284 -0.004 4.292
C -0.909 -0.004 3.061
N 0.040 -0.001 2.045
N 1.213 0.001 2.696
C -2.412 -0.008 3.092
H 2.055 0.902 5.676
H 2.056 -0.908 5.673
H 3.130 -0.001 4.539
H -0.750 -0.006 5.271
H 2.169 0.003 2.300
H -2.753 -0.907 3.648
H -2.759 0.891 3.644
H -2.955 -0.014 2.174
*
```

## Properties
LUMO (spin up / spin down)	-7.7 / -11.6	eV
orbital gap (spin up / spin down)	9.4422 / 5.9537	eV

***

<two>
Density functional theory data (ωB97M-V/def2-TZVPD) for a structure of composition C10H8CoN2O5.

The geometry in ORCA input format:
```
! wB97M-V def2-TZVPD RIJCOSX def2/J DEFGRID3
* xyz 2 4
O -4.273 -0.961 1.798
C -3.473 -0.830 1.010
Co 1.043 0.262 -0.838
O -0.444 2.135 -2.744
C -0.037 1.354 -1.985
C 2.179 -0.193 0.398
O 2.990 -0.467 1.217
C 0.740 -1.328 -2.021
O 0.354 -2.389 -2.380
C 0.410 1.671 0.546
O 0.170 2.204 1.564
C 0.314 -0.874 5.348
C 0.284 -1.195 3.912
C 0.367 -2.502 3.422
C 0.303 -2.425 2.048
N 0.165 -1.141 1.631
N 0.171 -0.411 2.784
C 0.355 -3.653 1.216
H -0.527 -1.407 5.825
H 1.267 -1.260 5.750
H 0.241 0.191 5.656
H 0.464 -3.383 4.031
H 0.089 0.597 2.752
H 1.338 -4.107 1.411
H -0.530 -4.248 1.491
H 0.298 -3.459 0.135
*
```

## Properties
LUMO (spin up / spin down)	-8.6 / -11.4	eV
orbital gap (spin up / spin down)	8.2442 / 6.6600	eV

***

Most stable to least stable, the ends of the list are <one> and <two>.

***

<one>
Density functional theory data (ωB97M-V/def2-TZVPD) for the ion C5H9N2S with charge +1.

The geometry in ORCA input format:
```
! wB97M-V def2-TZVPD RIJCOSX def2/J DEFGRID3
* xyz 1 1
C -0.298 2.259 0.207
C 0.655 3.213 0.540
C -0.638 -2.620 -0.216
C 0.312 -1.530 0.027
C -0.348 -0.204 -0.295
N 1.576 1.055 0.218
N 0.286 1.118 0.021
S 2.220 2.446 0.626
H -1.231 2.313 -0.196
H 0.482 4.189 0.993
H -1.506 -2.135 -0.817
H -1.221 -3.131 0.684
H -0.261 -3.445 -0.690
H 0.788 -1.635 0.946
H 1.033 -1.592 -0.762
H -1.401 -0.200 0.126
H -0.447 -0.101 -1.414
*
```

## Properties
LUMO	-5.2	eV
orbital gap	9.8374	eV

***

<two>
Density functional theory data (ωB97M-V/def2-TZVPD) for the ion C5H9N2S with charge +1.

The geometry in ORCA input format:
```
! wB97M-V def2-TZVPD RIJCOSX def2/J DEFGRID3
* xyz 1 1
C 2.977 1.035 -0.320
C 2.145 -1.074 0.355
C -0.828 0.402 -1.261
C -0.710 0.132 1.326
C -0.246 -0.407 -0.041
N 1.738 1.116 -0.455
N 1.198 -0.266 -0.068
S 3.683 -0.435 0.268
H 3.585 1.903 -0.611
H 2.162 -2.176 0.425
H -1.002 1.463 -0.981
H -1.722 -0.067 -1.735
H -0.152 0.536 -2.175
H -1.662 0.534 1.201
H -0.053 0.845 1.715
H -0.779 -0.792 2.016
H -0.596 -1.485 -0.135
*
```

## Properties
LUMO	-4.7	eV
orbital gap	10.7486	eV

***

Most stable to least stable, the ends of the list are <two> and <one>.

***

<one>
Density functional theory data (ωB97M-V/def2-TZVPD) for a structure of composition Cl3H3Si2.

The geometry in ORCA input format:
```
! wB97M-V def2-TZVPD RIJCOSX def2/J DEFGRID3
* xyz 0 1
Si 1.572 -0.221 -0.408
Si -1.267 -0.242 0.259
Cl -3.444 -1.019 0.297
Cl -1.776 1.681 -0.432
Cl 2.181 1.387 0.585
H 2.478 -1.177 -0.139
H 1.289 0.254 -1.825
H -1.034 -0.664 1.663
*
```

## Properties
LUMO	-1.6	eV
orbital gap	7.6411	eV

***

<two>
Density functional theory data (ωB97M-V/def2-TZVPD) for a cluster of 2 separate species, Cl3H3Si2 in total.

The geometry in ORCA input format:
```
! wB97M-V def2-TZVPD RIJCOSX def2/J DEFGRID3
* xyz 0 1
Si -0.076 -1.127 -0.231
Si 0.942 2.088 0.484
Cl 0.628 -1.532 -2.076
Cl 2.992 1.989 1.033
Cl -0.015 2.671 2.150
H -1.380 -1.661 -0.416
H 0.453 -1.415 1.169
H 1.084 3.254 -0.334
*
```

## Properties
LUMO (spin up / spin down)	-1.5 / -1.5	eV
orbital gap (spin up / spin down)	6.8923 / 6.8934	eV

***

Most stable to least stable, the ends of the list are <one> and <two>.

***

<one>
Density functional theory data (ωB97M-V/def2-TZVPD) for a structure of composition C41H34BaBrF5N3OSSi.

The geometry in ORCA input format:
```
! wB97M-V def2-TZVPD RIJCOSX def2/J DEFGRID3
* xyz -1 1
Ba 1.389 0.322 0.587
Br 2.035 -6.985 3.476
C 2.199 -5.123 3.129
C 2.082 -4.203 4.179
C 2.195 -2.862 3.929
C 2.417 -2.341 2.617
O 2.465 -1.080 2.425
C 2.559 -3.307 1.568
C 2.862 -3.007 0.190
N 3.120 -1.869 -0.350
C 3.519 -1.871 -1.699
C 4.104 -2.945 -2.334
C 4.479 -2.903 -3.689
C 4.318 -1.766 -4.423
C 3.790 -0.612 -3.802
C 3.666 0.613 -4.494
C 3.206 1.719 -3.845
C 2.848 1.590 -2.489
N 2.916 0.464 -1.824
C 3.391 -0.652 -2.445
C 2.431 -4.679 1.857
H 1.897 -4.559 5.185
H 2.096 -2.140 4.730
H 2.860 -3.906 -0.436
H 4.296 -3.855 -1.783
H 4.907 -3.789 -4.140
H 4.608 -1.721 -5.466
H 3.953 0.655 -5.539
H 3.107 2.676 -4.340
H 2.479 2.450 -1.938
H 2.519 -5.394 1.046
C 0.970 3.227 0.607
Si -0.808 3.499 0.514
C -1.667 2.217 1.643
N -1.443 0.837 1.166
C -1.436 -0.151 2.252
C -2.780 -0.306 2.971
C -3.939 -0.268 1.960
C -3.429 -0.589 0.559
C -2.414 0.457 0.102
C -1.429 3.260 -1.262
C -0.672 2.518 -2.169
C -1.135 2.222 -3.445
C -2.383 2.676 -3.845
C -3.154 3.427 -2.966
C -2.679 3.713 -1.693
C -1.571 5.162 1.062
C -1.558 6.277 0.219
C -2.052 7.508 0.625
C -2.575 7.660 1.902
C -2.597 6.572 2.762
C -2.101 5.344 2.343
H 1.345 3.412 1.625
H 1.540 3.863 -0.081
H -2.734 2.426 1.811
H -1.180 2.318 2.623
H -0.662 0.134 2.974
H -1.139 -1.109 1.819
H -2.904 0.479 3.721
H -2.768 -1.258 3.507
H -4.395 0.727 1.951
H -4.724 -0.967 2.254
H -4.251 -0.609 -0.161
H -2.966 -1.579 0.538
H -2.940 1.361 -0.204
H -1.886 0.081 -0.776
H 0.301 2.158 -1.859
H -0.529 1.627 -4.117
H -2.757 2.443 -4.835
H -4.130 3.785 -3.273
H -3.297 4.296 -1.018
H -1.156 6.178 -0.785
H -2.029 8.352 -0.055
H -2.963 8.619 2.224
H -3.003 6.679 3.762
H -2.131 4.510 3.036
F -0.160 -7.856 0.714
C -0.178 -6.558 0.380
C -0.828 -5.630 1.174
F -1.440 -6.030 2.295
C -0.845 -4.298 0.808
F -1.483 -3.457 1.638
C -0.247 -3.809 -0.358
S -0.322 -2.140 -0.833
C 0.409 -4.780 -1.121
F 1.048 -4.431 -2.248
C 0.449 -6.118 -0.771
F 1.097 -7.002 -1.548
*
```

## Properties
LUMO	1.8	eV
orbital gap	6.3600	eV

***

<two>
Density functional theory data (ωB97M-V/def2-TZVPD) for a structure of composition C41H34BaBrF5N3OSSi.

The geometry in ORCA input format:
```
! wB97M-V def2-TZVPD RIJCOSX def2/J DEFGRID3
* xyz -1 1
Ba 0.147 0.087 0.896
Br 1.153 -4.755 6.590
C 1.046 -3.177 5.535
C 0.211 -2.129 5.941
C 0.128 -0.991 5.182
C 0.852 -0.831 3.966
O 0.689 0.217 3.248
C 1.719 -1.906 3.590
C 2.606 -1.887 2.450
N 2.759 -0.962 1.573
C 3.785 -1.146 0.641
C 5.025 -1.623 0.988
C 6.034 -1.822 0.024
C 5.806 -1.535 -1.288
C 4.554 -1.004 -1.683
C 4.263 -0.679 -3.030
C 3.047 -0.161 -3.351
C 2.116 0.059 -2.313
N 2.346 -0.227 -1.057
C 3.546 -0.781 -0.723
C 1.781 -3.062 4.388
H -0.376 -2.230 6.845
H -0.529 -0.180 5.469
H 3.214 -2.795 2.355
H 5.226 -1.836 2.030
H 6.996 -2.210 0.338
H 6.572 -1.697 -2.037
H 5.016 -0.858 -3.789
H 2.776 0.084 -4.369
H 1.143 0.478 -2.555
H 2.429 -3.874 4.076
C -2.785 0.237 0.351
Si -2.771 1.312 -1.057
C -1.946 2.937 -0.436
N -0.532 2.782 -0.031
C -0.138 3.586 1.145
C 0.536 4.899 0.766
C 1.866 4.608 0.050
C 1.780 3.279 -0.718
C 0.349 3.040 -1.178
C -4.328 1.985 -1.949
C -4.787 1.459 -3.160
C -5.948 1.924 -3.766
C -6.684 2.940 -3.173
C -6.254 3.477 -1.967
C -5.096 2.999 -1.368
C -1.771 0.525 -2.475
C -1.426 -0.826 -2.396
C -0.745 -1.469 -3.426
C -0.390 -0.763 -4.565
C -0.712 0.588 -4.666
C -1.398 1.216 -3.635
H -3.086 -0.807 0.242
H -3.230 0.660 1.258
H -2.529 3.173 0.462
H -2.067 3.794 -1.118
H 0.557 3.010 1.775
H -1.026 3.753 1.753
H 0.696 5.512 1.655
H -0.135 5.462 0.111
H 2.681 4.564 0.776
H 2.101 5.421 -0.640
H 2.101 2.447 -0.083
H 2.454 3.276 -1.576
H 0.277 2.204 -1.872
H 0.003 3.927 -1.739
H -4.226 0.664 -3.641
H -6.279 1.493 -4.704
H -7.589 3.307 -3.643
H -6.826 4.266 -1.490
H -4.790 3.425 -0.416
H -1.691 -1.400 -1.513
H -0.488 -2.517 -3.317
H 0.140 -1.258 -5.371
H -0.439 1.148 -5.554
H -1.660 2.266 -3.740
F -1.549 -6.001 4.721
C -1.109 -5.313 3.659
C -0.226 -5.887 2.763
F 0.200 -7.143 2.975
C 0.202 -5.182 1.654
F 1.053 -5.812 0.829
C -0.215 -3.879 1.367
S 0.305 -3.023 -0.059
C -1.080 -3.336 2.316
F -1.520 -2.068 2.170
C -1.530 -4.017 3.430
F -2.377 -3.433 4.288
*
```

## Properties
LUMO	1.9	eV
orbital gap	5.9936	eV

***

Most stable to least stable, the ends of the list are <two> and <one>.

***

<one>
Density functional theory data (ωB97M-V/def2-TZVPD) for the molecule C4H4FNOS.

The geometry in ORCA input format:
```
! wB97M-V def2-TZVPD RIJCOSX def2/J DEFGRID3
* xyz 0 1
O -1.092 1.937 0.036
N -0.233 0.886 -0.120
C 1.184 1.102 0.006
C 1.648 -0.315 0.024
F 2.952 -0.571 0.039
C 0.637 -1.192 -0.038
C -0.610 -0.413 -0.059
S -2.191 -0.889 0.029
H -1.962 1.467 0.110
H 1.576 1.732 -0.857
H 1.419 1.656 0.949
H 0.665 -2.271 -0.062
*
```

## Properties
LUMO	0.1	eV
SMILES string	ON1CC(F)=CC1=S
orbital gap	8.8224	eV

***

<two>
Density functional theory data (ωB97M-V/def2-TZVPD) for the molecule C4H4FNOS.

The geometry in ORCA input format:
```
! wB97M-V def2-TZVPD RIJCOSX def2/J DEFGRID3
* xyz 0 1
O 2.830 -0.349 0.194
C 1.869 -0.967 -0.281
N 0.495 -0.462 -0.064
C -0.598 -1.158 -0.370
S -2.167 -0.719 0.217
C 0.422 0.657 0.883
C -0.063 1.833 0.357
F -0.330 1.779 -1.007
H 1.914 -2.065 -0.716
H -0.348 -1.876 -1.282
H 0.730 0.503 2.063
H -0.545 2.771 0.881
*
```

## Properties
LUMO	-0.4	eV
SMILES string	O=CN(C=S)/C=C\F
orbital gap	8.2355	eV

***

Most stable to least stable, the ends of the list are <one> and <two>.